13
Properties=species:S:1:pos:R:3 method="wB97M-V/def2-TZVPD" de_lowest_ev=0.838 orbital_gap_ev=9.80
C -2.09228 -1.02740 -0.35987
C -0.94605 -0.34387 -0.33938
C -0.02291 -0.22801 0.77475
C 1.15514 0.37360 0.68413
C 1.71118 1.05570 -0.54007
H -2.40664 -1.65890 0.50074
H -2.76878 -1.04040 -1.23298
H -0.76887 0.31814 -1.22142
H -0.27526 -0.70770 1.69871
H 1.81860 0.41539 1.53796
H 1.17466 2.04186 -0.75017
H 2.80431 1.30038 -0.43821
H 1.59151 0.35115 -1.41201